# C19H41F9N12O27

A cluster of 13 separate species, C19H41F9N12O27 in total (ωB97M-V/def2-TZVPD, the Open Molecules 2025 dataset).

The spin multiplicity is 1. As for the total energy: -117956.7579 eV. The HOMO energy is -10.561 eV. The HOMO-LUMO gap is 10.1 eV.

Element x y z (Å)
O (8.94, 2.24, 0.92)
C (9.16, 2.75, 1.99)
O (10.03, 2.28, 2.90)
O (8.59, 3.86, 2.48)
C (8.04, 4.77, 1.51)
C (6.54, 4.95, 1.72)
C (5.72, 3.77, 1.26)
F (5.93, 3.55, -0.07)
F (6.04, 2.63, 1.93)
C (4.19, 4.02, 1.42)
F (3.98, 4.76, 2.55)
F (3.75, 4.75, 0.37)
C (3.26, 2.78, 1.58)
F (3.53, 2.13, 2.70)
F (1.99, 3.28, 1.69)
C (3.20, 1.78, 0.39)
F (2.72, 2.38, -0.69)
F (4.39, 1.27, 0.13)
F (2.38, 0.79, 0.73)
H (10.29, 1.40, 2.59)
H (8.50, 5.74, 1.70)
H (8.29, 4.48, 0.49)
H (6.37, 5.17, 2.77)
H (6.23, 5.80, 1.10)
C (-0.45, 1.02, 2.24)
N (-1.94, 1.09, 2.33)
O (-2.58, 0.67, 1.39)
O (-2.42, 1.59, 3.32)
H (-0.19, 0.56, 1.30)
H (-0.08, 2.04, 2.30)
H (-0.10, 0.43, 3.08)
C (-4.36, -0.67, -0.92)
N (-4.75, -2.04, -1.37)
O (-4.13, -2.98, -0.93)
O (-5.68, -2.12, -2.15)
H (-3.53, -0.76, -0.24)
H (-4.09, -0.11, -1.81)
H (-5.23, -0.23, -0.44)
C (-3.46, -5.81, -1.67)
N (-3.29, -7.26, -1.39)
O (-4.29, -7.91, -1.15)
O (-2.17, -7.72, -1.46)
H (-4.51, -5.56, -1.58)
H (-2.86, -5.25, -0.97)
H (-3.11, -5.66, -2.69)
C (-3.81, -11.03, -2.06)
N (-4.46, -12.05, -2.94)
O (-5.27, -11.67, -3.76)
O (-4.13, -13.21, -2.78)
H (-4.20, -10.06, -2.31)
H (-4.04, -11.29, -1.03)
H (-2.74, -11.09, -2.24)
C (-0.72, 3.53, -0.97)
N (-1.06, 2.13, -1.35)
O (-0.37, 1.24, -0.91)
O (-2.02, 1.97, -2.08)
H (0.15, 3.51, -0.32)
H (-0.52, 4.08, -1.89)
H (-1.58, 3.95, -0.46)
C (-2.48, -0.85, 6.43)
N (-1.03, -0.74, 6.14)
O (-0.25, -0.95, 7.04)
O (-0.73, -0.43, 5.01)
H (-2.60, -1.12, 7.47)
H (-2.93, 0.12, 6.21)
H (-2.89, -1.61, 5.77)
C (7.23, 9.82, 1.76)
N (7.40, 8.40, 2.18)
O (6.43, 7.81, 2.60)
O (8.51, 7.92, 2.08)
H (6.20, 10.10, 1.92)
H (7.90, 10.42, 2.37)
H (7.52, 9.88, 0.71)
C (-4.27, 6.37, 0.32)
N (-2.83, 6.53, -0.03)
O (-2.01, 6.28, 0.84)
O (-2.57, 6.88, -1.16)
H (-4.34, 6.04, 1.35)
H (-4.74, 7.33, 0.17)
H (-4.68, 5.63, -0.36)
C (-0.26, -0.17, -4.27)
N (-0.92, -1.35, -4.90)
O (-1.78, -1.15, -5.73)
O (-0.54, -2.44, -4.53)
H (-0.70, 0.73, -4.69)
H (-0.44, -0.22, -3.20)
H (0.80, -0.23, -4.49)
C (-5.72, -7.62, -5.44)
N (-4.71, -6.86, -4.66)
O (-4.92, -5.69, -4.38)
O (-3.73, -7.48, -4.31)
H (-6.55, -6.96, -5.69)
H (-5.23, -7.99, -6.33)
H (-6.05, -8.43, -4.81)
C (-7.34, -12.07, -5.45)
N (-7.81, -10.66, -5.50)
O (-8.38, -10.28, -6.50)
O (-7.59, -9.98, -4.52)
H (-7.60, -12.55, -6.38)
H (-6.27, -12.04, -5.29)
H (-7.83, -12.54, -4.60)
C (4.87, 7.64, 5.69)
N (5.71, 8.86, 5.77)
O (6.50, 8.95, 6.69)
O (5.55, 9.69, 4.90)
H (5.12, 6.99, 6.53)
H (3.83, 7.96, 5.74)
H (5.08, 7.17, 4.74)

# C4H6O

A structure of composition C4H6O in a non-equilibrium geometry (ωB97M-V/def2-TZVPD, the Open Molecules 2025 dataset).

The spin multiplicity is 1. As for the total energy: -6289.5771 eV. The energy above the lowest of the compared OMol25 structures with the same formula, charge and spin comes out at 53.98 kcal per mole. The HOMO energy is -9.497 eV. The HOMO-LUMO gap is 10.4 eV.

Element x y z (Å)
C (0.60, -0.03, -0.03)
C (-0.41, -1.11, 0.03)
C (-1.32, -0.05, -0.01)
C (-0.32, 1.21, 0.06)
H (-0.24, -2.07, -0.70)
H (-0.38, -1.39, 1.09)
H (-1.74, 0.27, -1.00)
H (-2.41, -0.15, 0.46)
H (-0.50, 1.79, -0.93)
H (-0.15, 1.66, 1.07)
O (1.75, -0.03, -0.04)

# C9H13NOPb

A structure of composition C9H13NOPb in a non-equilibrium geometry (ωB97M-V/def2-TZVPD, the Open Molecules 2025 dataset).

The spin multiplicity is 1. As for the total energy: -18317.2026 eV. The energy above the lowest of the compared OMol25 structures with the same formula, charge and spin comes out at 84.77 kcal per mole. The total charge is -2. The HOMO energy (spin up / spin down) is 1.135 / 2.025 eV. The HOMO-LUMO gap (spin up / spin down) is 4.1 / 3.4 eV.

Element x y z (Å)
C (-0.61, 0.93, -2.17)
C (0.79, 1.21, -2.05)
C (0.96, 2.19, -1.04)
C (-0.32, 2.52, -0.52)
C (-1.29, 1.76, -1.23)
Pb (-0.13, -1.28, -0.19)
N (-3.27, 0.18, 0.12)
C (0.38, -3.13, -0.97)
C (1.64, -2.48, -1.23)
H (1.91, 2.62, -0.73)
H (1.57, 0.76, -2.67)
H (-0.53, 3.24, 0.27)
H (-2.37, 1.80, -1.07)
H (-1.08, 0.28, -2.90)
H (1.90, -2.15, -2.24)
H (0.28, -3.86, -0.15)
H (-3.91, -0.45, 0.65)
H (2.49, -2.64, -0.56)
H (-0.32, -3.31, -1.81)
C (0.74, 0.28, 3.63)
C (-0.44, 0.26, 2.84)
O (-1.56, 0.43, 2.56)
H (1.60, 0.38, 2.93)
H (0.82, -0.68, 4.19)
H (0.73, 1.14, 4.34)

# C18H24ClN3O5S

The molecule C18H24ClN3O5S (ωB97M-V/def2-TZVPD, the Open Molecules 2025 dataset).

The spin multiplicity is 1. As for the total energy: -57121.6033 eV. The energy above the lowest of the compared OMol25 structures with the same formula, charge and spin comes out at 0.94 kcal per mole. The HOMO energy is -9.214 eV. The HOMO-LUMO gap is 9.7 eV.

Element x y z (Å)
O (4.15, 1.39, 1.75)
C (4.55, 1.37, 0.59)
C (4.57, 2.56, -0.34)
C (5.47, 2.12, -1.49)
C (5.32, 0.60, -1.47)
N (4.99, 0.30, -0.09)
C (5.19, -1.07, 0.34)
C (4.50, -1.49, 1.64)
C (3.00, -1.74, 1.49)
N (2.23, -0.56, 1.16)
S (1.85, -0.30, -0.42)
O (1.85, 1.11, -0.68)
O (2.60, -1.15, -1.31)
C (0.15, -0.86, -0.44)
C (-0.21, -1.99, -1.15)
C (-1.53, -2.41, -1.14)
C (-2.47, -1.69, -0.42)
Cl (-4.11, -2.20, -0.40)
C (-2.11, -0.54, 0.30)
C (-3.13, 0.16, 1.16)
O (-3.30, -0.18, 2.32)
N (-3.79, 1.17, 0.58)
C (-3.70, 1.56, -0.81)
C (-5.06, 1.34, -1.48)
O (-6.08, 2.03, -0.80)
C (-6.18, 1.61, 0.54)
C (-4.86, 1.85, 1.29)
C (-0.78, -0.14, 0.29)
H (3.54, 2.72, -0.67)
H (4.92, 3.46, 0.17)
H (6.51, 2.40, -1.30)
H (5.17, 2.54, -2.45)
H (4.50, 0.26, -2.11)
H (6.24, 0.08, -1.76)
H (4.83, -1.71, -0.47)
H (6.27, -1.23, 0.45)
H (4.96, -2.42, 1.98)
H (4.66, -0.72, 2.40)
H (2.81, -2.47, 0.69)
H (2.60, -2.15, 2.43)
H (2.61, 0.27, 1.61)
H (0.55, -2.52, -1.70)
H (-1.84, -3.29, -1.68)
H (-2.92, 0.99, -1.32)
H (-3.45, 2.63, -0.86)
H (-5.06, 1.72, -2.50)
H (-5.29, 0.26, -1.50)
H (-6.98, 2.19, 0.99)
H (-6.43, 0.54, 0.59)
H (-4.90, 1.45, 2.30)
H (-4.64, 2.92, 1.32)
H (-0.46, 0.73, 0.83)